DFT (wB97M-V/def2-TZVPD) results for a molecular structure, C18H35FI2O11S3 at a distorted geometry.

Summary:
E_LUMO   0.004 Eh

Each line ends with the natural charge from an NBO analysis.
Positions of all 70 atoms, in Å:
I  3.326294  1.485834  5.661558  0.190
I  0.673462  2.355144  1.495775  0.198
S  5.394958  -0.244693  3.112594  2.566
S  -4.896516  -0.191161  0.278295  2.389
S  -2.448403  -3.512257  -4.260309  2.392
F  2.945269  4.542722  -0.571233  -0.370
O  3.820192  -0.195632  2.985850  -0.719
O  -1.122897  -3.888361  -3.884201  -0.931
O  5.833375  -1.518766  2.668871  -0.895
O  5.685492  0.910085  2.038380  -0.698
O  -5.450819  -1.650496  0.577957  -0.722
O  -3.202378  -2.628060  -3.422839  -0.959
O  0.797625  -0.161074  -1.074376  -0.553
O  -2.438347  -2.925210  -5.734460  -0.723
O  -3.514483  -0.144466  0.648132  -0.949
O  5.882802  0.224278  4.367346  -0.920
O  -5.811397  0.779810  0.792737  -0.937
C  -3.385066  -4.961973  -4.595827  -0.887
C  1.660661  -1.147613  -0.546704  -0.057
C  -0.477221  -1.422366  -5.775545  -0.643
C  1.960340  2.026827  4.146731  -0.120
C  -1.979350  -1.564601  -5.914716  -0.075
C  -6.226695  -1.539595  2.919098  -0.642
C  2.168645  1.707603  2.858345  -0.227
C  3.350182  0.987210  2.240924  0.206
C  4.116628  4.276423  1.487098  -0.440
C  4.599656  1.878242  2.207394  0.066
C  2.154457  -0.818610  0.853125  -0.437
C  0.777541  2.761170  4.714846  -0.680
C  4.740818  2.917572  1.117826  -0.423
C  3.914812  5.107474  0.243704  0.063
C  -5.283977  -2.171677  1.914676  -0.076
C  3.109634  0.378084  0.840972  -0.440
C  -5.023162  -0.249492  -1.471677  -0.896
C  -0.556328  -0.407019  -0.745587  -0.255
H  4.837281  5.183801  -0.332858  0.159
H  4.810757  2.356767  3.165132  0.216
H  5.811108  3.067831  0.985409  0.231
H  -2.291674  -1.300565  -6.922604  0.197
H  -7.258798  -1.618986  2.578675  0.217
H  -5.490393  -3.235899  1.823635  0.195
H  2.673695  -1.676554  1.273324  0.225
H  -0.179913  -0.403432  -6.023395  0.221
H  -0.147051  -1.633793  -4.760030  0.232
H  1.300656  -0.634127  1.508243  0.206
H  -4.385693  -4.674687  -4.905407  0.252
H  1.162924  -2.118312  -0.571674  0.176
H  -0.890471  -1.337613  -1.207664  0.174
H  -6.049958  -0.473618  -1.747162  0.251
H  -1.161407  0.411204  -1.124107  0.191
H  -0.019087  2.065228  4.969322  0.243
H  0.036492  -2.114829  -6.441823  0.218
H  4.359838  2.588092  0.156973  0.227
H  -2.510777  -0.911046  -5.221276  0.196
H  2.814374  1.123809  0.112261  0.237
H  -0.697037  -0.434070  0.335488  0.175
H  0.427524  3.542988  4.053928  0.236
H  3.597313  6.119767  0.491847  0.168
H  -4.341930  -1.007193  -1.853143  0.274
H  -6.006957  -0.483399  3.063501  0.230
H  4.071903  -0.015213  0.518746  0.228
H  2.524443  -1.168873  -1.213182  0.180
H  -4.741670  0.733984  -1.841565  0.251
H  4.835133  4.818729  2.100725  0.216
H  1.080832  3.236117  5.645046  0.232
H  -2.879477  -5.530286  -5.371303  0.256
H  -6.130002  -2.042216  3.881740  0.217
H  -4.241280  -2.061403  2.216672  0.199
H  -3.419566  -5.534046  -3.671564  0.256
H  3.172645  4.145015  2.008978  0.219

Forces on the atoms, in the same order (eV/Å):
-0.3121 0.1155 0.0147
0.1206 -0.0195 0.1395
0.9721 0.0800 0.0657
-0.0894 -0.2916 -0.3261
-0.0618 -0.1201 -0.3451
-0.0723 -0.0957 -0.1110
-0.3940 0.4169 0.8342
0.0460 0.0303 0.1679
-0.1196 0.1931 -0.4428
-0.3259 -0.5438 0.1208
-0.0917 0.0479 -0.0811
0.0023 0.1332 0.1941
-0.0746 0.1199 -0.1280
-0.0101 -0.1242 0.0090
0.1068 0.1532 0.2255
-0.3393 -0.0886 -0.1128
0.0779 0.1201 0.0902
-0.0611 -0.0135 -0.0276
0.2526 0.2162 -0.0558
0.0225 -0.1797 0.1456
0.1979 -0.2649 -0.4789
0.1949 0.4592 -0.0610
-0.0147 0.1881 -0.0958
-0.3911 0.0216 0.8033
0.2622 -0.2521 -1.1168
0.4234 -0.4046 -0.5011
0.9080 0.1827 -0.1934
-0.2811 0.2381 0.1710
0.5253 0.1303 0.3939
-0.0641 0.3069 0.0302
0.0244 0.3027 0.1934
0.0504 -0.1503 0.4340
-0.0325 -0.2728 0.2155
0.0169 -0.1083 -0.1400
0.1555 0.1422 0.0731
0.0749 -0.0961 -0.0957
-0.4221 0.0034 0.2109
0.1087 -0.0230 -0.0345
-0.0936 -0.1489 -0.0153
-0.0084 -0.0539 0.0196
-0.0031 0.0092 -0.1679
0.0391 -0.1408 -0.0168
-0.0539 0.0117 -0.0513
-0.0141 0.0298 0.0174
-0.0963 0.0272 0.0201
0.0034 0.0185 -0.0079
0.0502 -0.1687 0.0080
-0.1269 -0.1378 0.0747
-0.0240 0.0162 0.0388
0.0406 0.1125 -0.1128
-0.1697 -0.0523 -0.1936
-0.0047 0.0353 -0.0499
-0.1556 -0.2427 -0.0228
-0.0281 -0.1094 0.0705
-0.2380 0.1195 0.0190
-0.1311 -0.1675 0.0889
-0.2282 -0.0401 -0.2348
-0.1352 0.0369 0.0184
-0.0038 -0.0168 0.0142
0.0263 -0.0020 0.0030
0.1868 0.1561 -0.0975
0.0229 -0.1937 -0.1207
0.0055 0.0360 0.0640
-0.1923 0.0718 0.3655
-0.0504 0.0220 0.0413
0.0243 0.0078 -0.0017
0.0122 -0.0714 -0.0303
0.0095 0.0895 -0.0899
0.0219 0.0289 0.0304
-0.0710 0.1643 0.1341

=====

DFT (wB97M-V/def2-TZVPD) results for a molecular structure, C18H35GeIrN2OSSi3Te at a distorted geometry.

Summary:
Charge   +3
E_LUMO (spin up / spin down)   -0.431 / -0.421 Eh
Multiplicity   2
⟨S²⟩   1.10

Each line ends with the Mulliken spin population.
Positions of all 63 atoms, in Å:
Ir  -0.081710  -0.515615  -2.075446  -0.131
Te  -0.628486  1.501137  -3.759428  0.845
Ge  -0.306824  -1.026932  0.362819  0.212
S  4.303371  -0.187995  -3.298589  -0.005
Si  1.918976  -0.162247  1.449365  -0.002
Si  -2.284244  0.397339  1.474787  0.074
Si  -1.095992  -3.575748  1.004491  0.038
O  -2.706357  -1.696133  -1.976162  -0.059
N  1.993127  -0.569361  -2.338619  -0.005
N  -1.690931  -1.216039  -2.084697  -0.048
C  -1.236066  3.883234  -1.978776  0.009
C  0.945384  5.392145  -2.858142  0.009
C  2.225178  1.439251  0.543169  0.012
C  -0.300390  3.349714  -2.860472  -0.037
C  -1.069924  5.189713  -1.545648  0.011
C  2.596094  -1.814866  -2.413541  0.008
C  0.019016  5.936744  -1.978868  -0.017
C  -3.859057  0.023876  0.591104  0.006
C  2.809267  0.373304  -2.794636  -0.001
C  1.454942  0.028294  3.231171  -0.001
C  3.852406  -1.788558  -2.910937  0.003
C  -1.433014  1.992476  1.079124  0.057
C  3.033229  -1.588289  1.038761  0.010
C  -2.904051  -3.820705  0.785755  0.001
C  0.784910  4.094119  -3.321213  -0.008
C  -2.226269  -0.142562  3.235943  0.013
C  0.050948  -4.414586  -0.174300  0.026
C  -0.475898  -3.340583  2.725829  -0.002
H  -3.257999  -3.554405  -0.208898  0.001
H  2.546475  1.420561  -2.821493  0.014
H  -4.660691  0.582873  1.086986  0.006
H  1.000871  -0.868481  3.651749  0.002
H  -0.187506  -4.191368  -1.214768  -0.004
H  -1.803113  5.633740  -0.885629  -0.001
H  -2.100519  3.314155  -1.661307  -0.016
H  -3.120059  -4.886202  0.927084  0.001
H  1.863080  1.403416  -0.480565  -0.005
H  2.892197  -1.940319  0.022095  -0.003
H  1.743161  2.274707  1.051718  0.000
H  0.792342  0.879421  3.387430  0.002
H  -0.066270  -5.497626  -0.043824  0.008
H  4.518617  -2.620295  -3.077538  0.000
H  -4.114757  -1.034252  0.648346  -0.003
H  -0.978780  -2.527682  3.245389  0.000
H  -0.597750  2.171605  1.756017  0.006
H  -1.220240  -0.161972  3.648187  -0.002
H  -3.474735  -3.268738  1.533280  0.001
H  2.054344  -2.692865  -2.099351  -0.004
H  0.603222  -3.184065  2.760250  0.000
H  -2.696016  -1.117574  3.369827  -0.002
H  -2.155441  2.806059  1.213025  0.012
H  -2.808546  0.571672  3.830296  0.006
H  2.894026  -2.422925  1.727858  0.002
H  0.136611  6.957669  -1.641449  -0.002
H  1.492261  3.689216  -4.035923  -0.008
H  1.093975  -4.167270  0.028562  -0.002
H  -3.847947  0.324797  -0.456990  0.002
H  2.368784  0.219924  3.804561  -0.002
H  4.076015  -1.266906  1.130767  -0.002
H  1.784199  5.982493  -3.201049  0.000
H  -0.688845  -4.260908  3.284479  0.000
H  -1.066471  2.037203  0.053192  -0.021
H  3.297868  1.653231  0.514859  0.000

Forces on the atoms, in the same order (eV/Å):
-0.5430 -0.9229 -0.1418
-0.0542 -0.2916 -0.1912
0.8930 0.5702 0.0722
0.0623 -0.0055 0.0125
-1.1379 -0.1671 -0.6467
-0.0561 -0.4760 0.2846
-0.3131 0.2243 -0.1457
0.0836 -0.2011 -0.6690
-0.1413 0.1693 -0.2058
0.2745 0.7929 1.0104
0.0036 0.0108 -0.0512
-0.0049 -0.0091 -0.0184
0.3172 -0.0106 0.2197
0.1661 0.0753 0.1082
0.0093 -0.0121 0.0018
0.0495 -0.0122 -0.0431
0.0033 0.0269 0.0222
0.0848 0.0224 -0.1360
-0.0175 0.0436 0.1190
0.3231 0.0490 0.0782
-0.0289 -0.0144 -0.0224
0.0848 -0.0413 -0.0262
0.2515 0.1440 0.2374
0.0250 -0.0272 0.0468
0.0297 -0.0320 0.1289
-0.1618 0.0390 0.0140
-0.0137 0.0061 -0.0625
0.1242 0.0299 -0.0313
0.0016 -0.0310 -0.0331
-0.0214 0.0016 -0.0063
-0.0056 0.0062 -0.0060
0.0187 -0.0183 0.0028
-0.0180 -0.0236 0.0024
0.0071 -0.0029 0.0105
-0.0317 0.0074 -0.0265
-0.0117 0.0019 0.0154
-0.0352 0.0410 -0.0420
0.0149 -0.0333 -0.0557
-0.0142 -0.0004 -0.0077
0.0093 0.0117 0.0143
0.0183 -0.0017 0.0460
0.0064 0.0021 0.0102
-0.0297 0.0099 0.0383
-0.0204 -0.0264 0.0380
-0.0114 0.0055 0.0106
0.0023 0.0171 0.0181
-0.0125 -0.0208 0.0050
-0.0181 0.0038 -0.0167
0.0039 -0.0241 0.0255
-0.0308 0.0129 0.0193
-0.0308 -0.0199 0.0007
0.0008 0.0130 -0.0078
-0.0179 -0.0014 -0.0012
0.0021 -0.0012 0.0000
-0.0172 0.0108 -0.0277
0.0060 -0.0116 -0.0040
-0.0352 0.0460 0.0133
-0.0364 0.0216 0.0430
0.0068 -0.0511 0.0293
-0.0106 0.0088 -0.0142
0.0076 -0.0321 -0.0338
0.0040 0.0595 -0.0212
-0.0141 0.0381 -0.0035